[1]
# C8H24ClMnO8

A structure of composition C8H24ClMnO8 in a non-equilibrium geometry (ωB97M-V/def2-TZVPD, the Open Molecules 2025 dataset).

The molar mass is 338.663 g/mol. The total energy is -68894.9102 eV. The multiplicity is 6. Its charge is +1. For the HOMO-LUMO gap (spin up / spin down), the calculation gives 0.0751 / 0.0810 Eh. As for the max |F|: 3.28 eV Å⁻¹.

CARTESIAN COORDINATES (ANGSTROEM)
1 Mn 18.66486 23.70231 25.19011
2 Cl 16.68611 22.74286 23.54720
3 O 18.22757 19.55573 23.44899
4 O 14.53462 17.38753 25.77580
5 O 13.97164 23.06269 27.10531
6 O 12.09734 22.42860 21.86762
7 O 12.51240 22.60648 24.80080
8 O 15.90780 19.99853 25.50900
9 O 14.74676 23.37447 20.83416
10 O 15.29262 18.72872 22.92074
11 C 13.99619 24.02786 26.08117
12 C 13.72426 24.19935 21.18686
13 C 12.24636 23.60253 21.15849
14 C 14.61157 19.79715 26.09592
15 C 17.69763 18.41935 22.75168
16 C 12.74607 23.95701 25.19836
17 C 14.65826 18.42298 26.74845
18 C 16.40357 18.75669 22.03273
19 H 15.53059 19.23836 23.71266
20 H 13.78335 18.31998 27.39085
21 H 14.88746 22.92559 27.36267
22 H 13.66617 24.97283 20.40524
23 H 15.19675 23.01649 21.62785
24 H 13.88046 25.06019 26.45061
25 H 15.59145 18.26240 27.28647
26 H 15.97391 20.82987 25.01552
27 H 11.90493 24.40240 25.73647
28 H 14.93297 24.00844 25.52097
29 H 17.84409 20.33563 23.03196
30 H 16.21211 18.02571 21.24770
31 H 14.04111 24.78782 22.05789
32 H 14.50300 20.53183 26.89285
33 H 16.49665 19.74422 21.56051
34 H 17.65805 17.54303 23.39603
35 H 13.79679 19.85980 25.37480
36 H 12.87284 24.56513 24.30004
37 H 11.54028 24.33583 21.55295
38 H 12.07428 23.33076 20.11975
39 H 12.58907 22.07535 25.60601
40 H 15.40962 17.12081 25.48339
41 H 18.45809 18.17870 21.99122
42 H 12.15323 22.65873 22.82612



[2]
# C8H24LiO4S4

A structure of composition C8H24LiO4S4 in a non-equilibrium geometry (ωB97M-V/def2-TZVPD, the Open Molecules 2025 dataset).

The molar mass is 319.485 g/mol. The total energy is -60411.1904 eV. Its charge is +1. For the HOMO-LUMO gap, the calculation gives 0.3488 Eh. As for the max |F|: 9.96 eV Å⁻¹.

CARTESIAN COORDINATES (ANGSTROEM)
1 S 0.47002 -3.74915 0.36720
2 S -0.64998 1.17185 2.33320
3 S -2.20998 0.98185 -2.69480
4 S 3.84602 1.07585 -1.48680
5 O 2.60302 0.18485 -1.55180
6 O -1.06498 0.24485 -1.98680
7 O 0.10902 -2.46315 -0.45380
8 O -0.47898 0.56085 0.95220
9 C 3.49002 2.18885 -0.20680
10 C -2.95298 1.97485 -1.40280
11 C -1.43898 2.14085 -3.70980
12 C -1.95798 0.08285 3.03620
13 C 5.06202 -0.00115 -0.74880
14 C -1.64698 2.56585 2.37920
15 C -0.46698 -3.66815 1.90320
16 C -0.36998 -4.99615 -0.59280
17 Li 0.23702 -0.34515 -0.66080
18 H 5.98202 0.63185 -0.61180
19 H 2.99602 1.78885 0.62520
20 H -3.47398 1.28585 -0.64080
21 H -2.39798 2.75785 -4.13880
22 H -2.13098 0.44285 4.14720
23 H 4.94102 -0.42615 0.30620
24 H -0.25298 -4.73615 2.38920
25 H -0.13898 -2.82315 2.55420
26 H -2.24898 2.68985 -0.96280
27 H 2.96102 3.02685 -0.47480
28 H -0.76698 2.70085 -3.06480
29 H -1.26398 3.35885 1.82920
30 H -1.29198 -4.95215 -0.60980
31 H -1.69098 2.82585 3.57720
32 H -3.60398 2.56985 -1.93980
33 H -1.51298 -3.69015 1.56420
34 H -2.67898 2.57885 2.11820
35 H 5.37502 -0.82615 -1.18080
36 H 4.26502 2.75385 0.15020
37 H -2.91798 0.23385 2.42720
38 H -0.93198 1.64785 -4.54280
39 H -1.78998 -1.01715 2.95820
40 H -0.02598 -5.80715 -0.13380
41 H 0.02002 -4.96615 -1.82080



[3]
# C8H25B2N2O9S2

A cluster of 3 separate species, C8H25B2N2O9S2 in total in a non-equilibrium geometry (ωB97M-V/def2-TZVPD, the Open Molecules 2025 dataset).

The molar mass is 379.051 g/mol. The total energy is -53133.8000 eV. Its charge is -1. For the HOMO-LUMO gap, the calculation gives 0.3142 Eh. As for the max |F|: 7.16 eV Å⁻¹.

CARTESIAN COORDINATES (ANGSTROEM)
1 S -2.39917 -0.00726 0.59601
2 S -4.62561 -0.09487 2.45929
3 O 2.62808 2.12308 1.73442
4 O -2.83671 -0.59778 -0.76486
5 O -6.79518 0.52906 0.49519
6 O -6.47745 -1.92267 1.00651
7 O -5.03910 -0.81823 3.79992
8 O 0.46148 0.28004 -0.27722
9 O -4.56729 1.42607 2.82664
10 O -2.58025 1.52745 0.53040
11 O 1.53053 -3.00939 -2.25563
12 N 0.00634 -1.16140 1.87481
13 N -3.08683 -0.78077 2.00077
14 C 3.26882 3.11871 0.93804
15 C 0.83724 3.56268 2.62366
16 C 4.35683 3.87933 1.67640
17 C -0.71547 -2.64664 -3.20126
18 C 1.96057 2.57992 2.90640
19 C 0.59398 -2.04358 -2.72244
20 C 1.95791 -3.98978 -3.20022
21 C 2.65253 -3.39981 -4.41550
22 B -0.50978 -0.29990 0.71437
23 B -6.03539 -0.50402 1.24041
24 H 1.53563 1.69238 3.38793
25 H 0.38447 -1.37970 -1.87654
26 H 0.31851 3.82745 3.55049
27 H 5.10252 3.18792 2.08112
28 H 0.11344 3.12934 1.92529
29 H -1.41897 -1.85733 -3.48460
30 H 2.68264 2.99865 3.61479
31 H -1.16873 -3.25752 -2.41336
32 H 0.97336 -1.51219 1.69512
33 H -0.07818 -0.64764 2.77897
34 H 3.01539 -4.19648 -5.07202
35 H 4.85640 4.58163 1.00219
36 H 1.04845 -1.41939 -3.49857
37 H -6.16161 1.24439 0.17863
38 H 3.72155 2.59484 0.08920
39 H 2.66421 -4.64162 -2.67468
40 H -5.85197 -2.38555 0.37536
41 H 2.52670 3.80144 0.51769
42 H -0.04117 1.01259 -0.77712
43 H 1.11711 -4.62191 -3.49518
44 H 1.21106 4.48632 2.17384
45 H -0.56952 -3.29278 -4.07097
46 H 3.50156 -2.78027 -4.11021
47 H 1.97879 -2.76653 -4.99907
48 H 3.95226 4.45175 2.51556